This record from the OMol25 dataset describes a cluster of 9 separate species, C87H192N4O5P3 in total at a distorted geometry. The level of theory is ωB97M-V with the def2-TZVPD basis set.

The geometry in XYZ format:
```
291
C87H192N4O5P3 ωB97M-V with the def2-TZVPD basis set
C -41.00 -2.20 4.44
C -39.46 -2.47 4.50
C -38.95 -2.40 5.96
C -37.37 -2.35 5.89
N -36.65 -2.86 7.19
C -37.20 -4.20 7.71
C -36.13 -4.76 8.62
C -34.81 -4.32 7.97
C -35.22 -3.35 6.86
C -36.63 -1.77 8.29
H -41.53 -2.94 5.03
H -41.36 -2.38 3.43
H -41.45 -1.34 4.94
H -39.01 -1.84 3.73
H -39.18 -3.46 4.14
H -39.20 -3.35 6.44
H -39.46 -1.61 6.51
H -36.93 -1.41 5.55
H -37.03 -3.08 5.16
H -38.07 -3.98 8.34
H -37.45 -4.86 6.88
H -36.27 -4.25 9.57
H -36.10 -5.83 8.77
H -34.15 -3.81 8.66
H -34.44 -5.19 7.43
H -34.63 -2.46 6.64
H -35.34 -3.94 5.95
H -37.50 -1.83 8.93
H -36.37 -0.86 7.75
H -35.84 -1.94 9.02
C -28.95 2.91 6.49
C -29.15 2.69 5.05
C -30.36 1.81 4.79
C -30.60 1.57 3.29
N -31.94 0.80 3.11
C -32.29 0.60 1.58
C -33.78 0.28 1.54
C -34.33 0.94 2.77
C -33.22 1.45 3.65
C -31.80 -0.66 3.74
H -28.10 3.59 6.62
H -28.75 1.98 7.03
H -29.88 3.38 6.81
H -28.29 2.15 4.66
H -29.25 3.68 4.60
H -31.22 2.23 5.31
H -30.17 0.89 5.34
H -29.85 0.85 2.96
H -30.72 2.49 2.72
H -31.61 -0.09 1.08
H -32.06 1.53 1.06
H -33.81 -0.81 1.45
H -34.27 0.67 0.65
H -34.92 0.18 3.29
H -35.03 1.76 2.62
H -33.37 1.37 4.73
H -33.15 2.52 3.42
H -32.76 -1.15 3.58
H -31.80 -0.58 4.82
H -30.98 -1.22 3.31
C -29.91 -5.31 13.01
C -30.97 -5.18 14.12
C -32.33 -4.67 13.74
C -32.19 -3.24 13.37
N -33.40 -2.48 12.79
C -32.98 -1.02 12.42
C -34.34 -0.17 12.57
C -34.84 -0.82 13.85
C -34.54 -2.31 13.81
C -33.90 -3.28 11.53
H -29.85 -4.40 12.40
H -30.23 -6.02 12.24
H -28.96 -5.70 13.37
H -30.58 -4.57 14.94
H -31.04 -6.15 14.61
H -33.10 -4.52 14.50
H -32.82 -5.31 13.00
H -31.45 -3.11 12.59
H -31.89 -2.70 14.27
H -32.55 -1.12 11.42
H -32.28 -0.65 13.17
H -34.96 -0.32 11.68
H -34.08 0.87 12.77
H -35.90 -0.60 14.00
H -34.35 -0.50 14.76
H -35.45 -2.73 13.39
H -34.29 -2.69 14.80
H -33.07 -3.45 10.83
H -34.67 -2.64 11.09
H -34.22 -4.20 12.01
C -32.44 5.60 8.52
C -33.15 5.59 7.14
C -34.12 4.42 6.93
C -35.32 4.48 7.87
N -36.14 3.20 8.10
C -37.50 3.52 8.77
C -37.89 2.27 9.42
C -36.66 1.70 10.00
C -35.49 2.28 9.16
C -36.43 2.35 6.82
H -31.82 6.48 8.70
H -31.88 4.66 8.55
H -33.18 5.50 9.32
H -32.35 5.54 6.41
H -33.57 6.55 6.86
H -33.55 3.50 7.12
H -34.35 4.33 5.87
H -36.03 5.28 7.67
H -35.09 4.84 8.88
H -38.14 4.01 8.03
H -37.12 4.27 9.47
H -38.42 1.59 8.75
H -38.63 2.40 10.21
H -36.67 0.61 9.93
H -36.55 1.93 11.05
H -34.87 1.56 8.62
H -34.83 2.88 9.80
H -36.87 1.36 6.89
H -35.42 2.21 6.43
H -37.08 3.03 6.27
C -27.89 -10.55 3.52
C -29.22 -10.07 4.11
C -29.12 -8.98 5.14
C -30.45 -8.59 5.81
P -30.44 -7.19 7.05
C -28.96 -7.55 8.10
C -29.02 -8.90 8.88
C -27.93 -9.12 9.89
C -27.85 -10.45 10.58
C -30.16 -5.50 6.31
C -31.37 -4.95 5.48
C -31.17 -4.74 4.03
C -31.21 -6.05 3.15
C -31.96 -7.48 7.98
C -32.06 -6.64 9.24
C -33.26 -7.11 10.06
C -33.03 -8.40 10.91
H -27.12 -10.69 4.28
H -27.46 -9.82 2.83
H -27.98 -11.48 2.95
H -29.82 -10.85 4.57
H -29.88 -9.77 3.30
H -28.72 -8.11 4.62
H -28.32 -9.12 5.87
H -30.96 -9.41 6.31
H -31.15 -8.31 5.01
H -28.93 -6.75 8.84
H -28.02 -7.44 7.55
H -29.05 -9.76 8.21
H -29.95 -9.09 9.42
H -27.80 -8.31 10.61
H -27.07 -9.13 9.22
H -28.84 -10.62 11.01
H -27.27 -10.27 11.49
H -27.39 -11.28 10.04
H -29.27 -5.58 5.68
H -29.99 -4.78 7.10
H -31.49 -3.95 5.90
H -32.30 -5.44 5.79
H -30.14 -4.40 3.98
H -31.75 -3.86 3.75
H -30.53 -6.82 3.51
H -30.90 -5.87 2.13
H -32.23 -6.41 3.00
H -31.87 -8.54 8.22
H -32.78 -7.29 7.29
H -32.14 -5.57 9.06
H -31.13 -6.82 9.79
H -34.13 -7.32 9.44
H -33.54 -6.28 10.70
H -33.91 -8.93 11.27
H -32.43 -8.26 11.80
H -32.52 -9.16 10.30
C -31.57 2.43 10.41
C -30.18 2.23 9.84
C -29.09 1.99 10.86
C -29.16 0.55 11.43
P -28.00 0.22 12.79
C -26.32 0.46 12.16
C -25.81 -0.57 11.06
C -24.64 -0.10 10.27
C -25.06 0.86 9.09
C -28.33 -1.44 13.38
C -27.43 -1.79 14.59
C -27.40 -3.33 14.93
C -26.17 -3.77 15.61
C -28.65 1.43 14.12
C -30.01 0.96 14.77
C -30.88 2.01 15.48
C -31.46 3.11 14.59
H -31.46 3.22 11.16
H -32.02 1.47 10.68
H -32.11 2.79 9.54
H -29.96 3.11 9.24
H -30.11 1.35 9.20
H -29.24 2.60 11.76
H -28.08 2.26 10.53
H -28.78 -0.13 10.66
H -30.14 0.32 11.84
H -25.71 0.50 13.06
H -26.30 1.49 11.81
H -26.68 -0.68 10.41
H -25.67 -1.49 11.62
H -24.19 -0.94 9.74
H -23.89 0.41 10.87
H -24.25 0.92 8.36
H -25.07 1.87 9.49
H -25.96 0.72 8.48
H -28.09 -2.00 12.47
H -29.40 -1.60 13.53
H -27.77 -1.39 15.54
H -26.42 -1.46 14.37
H -27.38 -3.91 14.01
H -28.30 -3.52 15.50
H -26.17 -4.85 15.75
H -26.15 -3.30 16.59
H -25.23 -3.56 15.10
H -28.57 2.47 13.80
H -27.91 1.22 14.89
H -29.77 0.06 15.33
H -30.58 0.63 13.91
H -30.27 2.41 16.29
H -31.71 1.47 15.94
H -30.64 3.70 14.18
H -31.97 3.72 15.34
H -31.99 2.75 13.70
C -27.59 1.90 1.41
C -26.41 0.90 1.21
C -26.84 -0.54 1.56
C -25.69 -1.59 1.95
P -26.19 -3.19 2.67
C -27.40 -3.11 4.01
C -27.00 -2.25 5.23
C -28.18 -1.77 6.05
C -27.80 -0.93 7.32
C -24.63 -3.95 3.40
C -23.38 -4.02 2.48
C -22.12 -4.43 3.21
C -20.94 -4.53 2.22
C -26.82 -4.26 1.31
C -27.13 -5.74 1.70
C -27.18 -6.76 0.49
C -28.10 -6.32 -0.63
H -28.42 1.36 0.95
H -27.53 2.91 0.99
H -27.90 1.89 2.45
H -25.57 1.10 1.88
H -26.09 0.77 0.18
H -27.51 -0.97 0.81
H -27.44 -0.49 2.47
H -24.91 -1.19 2.60
H -25.27 -1.83 0.97
H -27.66 -4.12 4.31
H -28.28 -2.75 3.46
H -26.39 -1.42 4.89
H -26.45 -2.96 5.85
H -28.68 -2.61 6.51
H -28.84 -1.21 5.40
H -27.59 0.10 7.02
H -26.98 -1.41 7.84
H -28.70 -0.82 7.93
H -24.95 -4.93 3.77
H -24.48 -3.26 4.23
H -23.17 -3.04 2.05
H -23.62 -4.69 1.66
H -22.14 -5.31 3.84
H -21.77 -3.76 4.00
H -20.04 -4.79 2.78
H -20.73 -3.62 1.66
H -21.16 -5.22 1.41
H -26.18 -4.32 0.42
H -27.61 -3.60 0.96
H -28.11 -5.72 2.18
H -26.46 -5.99 2.53
H -27.43 -7.78 0.81
H -26.17 -6.92 0.12
H -29.01 -5.94 -0.18
H -28.25 -7.20 -1.25
H -27.64 -5.49 -1.18
C -31.40 -1.24 7.77
C -32.89 -0.76 7.87
O -33.42 -0.27 6.90
O -33.41 -0.97 8.96
H -30.91 -0.90 6.85
H -31.35 -2.30 7.98
H -30.80 -0.77 8.55
O -30.29 -2.45 10.53
C -29.36 -3.26 10.12
O -28.19 -3.00 10.18
O -29.78 -4.31 9.63
H -30.92 -3.14 10.31
```

charge	+5
LUMO	-8.4	eV
orbital gap	7.9	eV
relative energy (zero: lowest compared OMol25 entry of this formula, charge and spin)	1.519	eV
HOMO energy	-16.3	eV
max |F|	4.80	eV/A
calculated total energy	-5047.614283	Eh

These are the Mulliken partial charges, in e, on atoms 1 to 99: atom 1 (C): -1.405, atom 2 (C): -0.603, atom 3 (C): -0.470, atom 4 (C): -0.969, atom 5 (N): 0.971, atom 6 (C): -1.046, atom 7 (C): -0.847, atom 8 (C): 2.008, atom 9 (C): -1.115, atom 10 (C): -0.923, atom 11 (H): 0.363, atom 12 (H): 0.367, atom 13 (H): 0.381, atom 14 (H): 0.357, atom 15 (H): 0.425, atom 16 (H): 0.393, atom 17 (H): 0.375, atom 18 (H): 0.572, atom 19 (H): 0.285, atom 20 (H): 0.569, atom 21 (H): 0.421, atom 22 (H): 0.081, atom 23 (H): 0.627, atom 24 (H): -0.957, atom 25 (H): -0.131, atom 26 (H): -0.255, atom 27 (H): 0.680, atom 28 (H): 0.456, atom 29 (H): 0.205, atom 30 (H): 0.027, atom 31 (C): -0.778, atom 32 (C): -0.524, atom 33 (C): 1.545, atom 34 (C): -0.911, atom 35 (N): 0.601, atom 36 (C): -0.735, atom 37 (C): -1.046, atom 38 (C): -0.376, atom 39 (C): -0.557, atom 40 (C): -1.416, atom 41 (H): 0.541, atom 42 (H): 0.034, atom 43 (H): -0.049, atom 44 (H): 0.145, atom 45 (H): 0.429, atom 46 (H): -0.260, atom 47 (H): -0.681, atom 48 (H): 0.067, atom 49 (H): 0.588, atom 50 (H): 0.490, atom 51 (H): 0.517, atom 52 (H): 0.333, atom 53 (H): 0.391, atom 54 (H): 0.000, atom 55 (H): 0.629, atom 56 (H): 0.167, atom 57 (H): 0.516, atom 58 (H): 0.584, atom 59 (H): 0.398, atom 60 (H): 0.173, atom 61 (C): 0.062, atom 62 (C): -1.219, atom 63 (C): -0.529, atom 64 (C): -0.518, atom 65 (N): 1.026, atom 66 (C): -0.233, atom 67 (C): -0.017, atom 68 (C): -0.962, atom 69 (C): -0.522, atom 70 (C): -0.761, atom 71 (H): -0.541, atom 72 (H): -0.021, atom 73 (H): 0.568, atom 74 (H): 0.362, atom 75 (H): 0.528, atom 76 (H): 0.499, atom 77 (H): 0.240, atom 78 (H): -0.161, atom 79 (H): 0.637, atom 80 (H): -0.301, atom 81 (H): 0.147, atom 82 (H): -0.400, atom 83 (H): 0.518, atom 84 (H): 0.475, atom 85 (H): 0.262, atom 86 (H): 0.264, atom 87 (H): 0.481, atom 88 (H): -0.788, atom 89 (H): 0.484, atom 90 (H): 0.778, atom 91 (C): -0.499, atom 92 (C): -1.197, atom 93 (C): 0.299, atom 94 (C): -1.094, atom 95 (N): 0.657, atom 96 (C): -0.676, atom 97 (C): -1.170, atom 98 (C): 0.249, atom 99 (C): 0.077